90
Properties=species:S:1:pos:R:3:mulliken_spin:R:1 method="wB97M-V/def2-TZVPD" max_force_ev_per_a=6.74 total_energy_ha=-1692.32627 e_above_lowest_ev=0.000 charge=+2 homo_energy_ev="-12.8 / -12.8" gap_ha="0.195 / 0.173" multiplicity=2
Zr -0.8461 -0.1872 0.2449 0.01
C 1.4490 -4.1964 2.8308 0.06
C 1.0780 -2.9161 3.5904 -0.04
C 1.9437 -2.8922 4.8883 0.01
C 3.3979 -2.5218 4.6029 -0.01
C 3.3596 -1.0967 3.9775 0.02
C 2.6019 -0.9851 2.7177 -0.01
N 1.2576 -1.6819 2.7770 0.66
O 0.4603 -1.5506 1.6136 0.22
C 3.5007 -1.4448 1.6460 0.04
C 2.3663 0.5705 2.4865 0.00
C -0.3901 -2.9480 4.1292 0.02
H 1.6514 -4.9766 3.5645 0.00
H 2.3496 -4.0983 2.2246 0.00
H 0.6816 -4.5379 2.1362 0.00
H 2.0223 -3.8250 5.4465 0.00
H 1.5707 -2.1600 5.6045 0.00
H 3.9239 -3.2088 3.9399 0.00
H 3.9120 -2.5043 5.5638 0.00
H 4.3916 -0.8013 3.7885 0.00
H 2.8809 -0.3387 4.5975 0.00
H 3.6811 -2.5134 1.7630 0.00
H 4.4873 -0.9814 1.6482 0.01
H 3.0354 -1.4320 0.6604 0.01
H 1.5653 0.9682 3.1097 0.00
H 2.1080 0.8206 1.4575 0.00
H 3.2077 1.2102 2.7528 0.00
H -0.9998 -3.2705 3.2852 0.00
H -0.6400 -1.9392 4.4581 0.00
H -0.5062 -3.6563 4.9495 0.00
C -4.3031 -1.0803 -3.5926 0.00
C -2.7501 -1.1094 -3.8657 0.00
C -2.4314 -0.9686 -5.3771 0.00
C -2.6959 0.3918 -6.0807 0.00
C -1.8637 1.4806 -5.2765 0.00
C -2.0509 1.4650 -3.7085 0.00
N -1.9786 -0.0160 -3.2144 0.00
O -1.9314 -0.1851 -1.7891 0.01
C -3.5238 2.0581 -3.4568 0.00
C -1.0320 2.5186 -3.2673 0.00
C -2.2981 -2.5755 -3.5605 0.00
H -4.5649 -0.9659 -2.5407 0.00
H -4.6883 -2.0762 -3.8113 0.00
H -4.8227 -0.2916 -4.1367 0.00
H -2.9874 -1.6718 -5.9970 0.00
H -1.3987 -1.2911 -5.5095 0.00
H -3.7653 0.5745 -5.9749 0.00
H -2.4647 0.4115 -7.1457 0.00
H -2.1353 2.4702 -5.6441 0.00
H -0.8100 1.4323 -5.5512 0.00
H -4.2599 1.8209 -4.2249 0.00
H -3.5964 3.1434 -3.3874 0.00
H -3.8687 1.7757 -2.4621 0.00
H -1.2298 3.5487 -3.5635 0.00
H -0.0583 2.3100 -3.7105 0.00
H -0.9676 2.4297 -2.1828 0.00
H -2.8478 -3.2329 -4.2341 0.00
H -2.6898 -2.8807 -2.5902 0.00
H -1.2400 -2.7719 -3.7334 0.00
F 0.3650 1.5515 -0.1675 0.00
C -1.4158 0.5572 3.6168 0.00
O -0.8191 0.9094 2.3493 0.01
H -0.6055 0.1580 4.2269 0.00
H -2.0877 1.2917 4.0608 0.00
H -2.0809 -0.3061 3.6002 0.00
H -0.2683 1.6782 2.5142 0.00
C 1.6385 -0.4819 -2.4940 0.00
O 1.0636 -0.9577 -1.2939 0.00
H 1.3722 -1.2637 -3.2053 0.00
H 1.1937 0.4820 -2.7413 0.00
H 2.7115 -0.4286 -2.3101 0.00
H 1.2808 -1.8697 -1.0875 0.00
C 1.4404 3.8005 2.5727 0.00
O 0.1582 3.3930 2.9576 0.00
H 1.5392 4.8417 2.2658 0.00
H 2.1139 3.6939 3.4230 0.00
H 1.7801 3.0995 1.8104 0.00
H -0.2552 3.9457 3.6249 0.00
C 4.2109 1.8216 -0.5650 0.00
O 3.0945 2.5849 -0.9002 0.00
H 4.9524 1.7959 -1.3635 0.00
H 4.6742 2.3199 0.2865 0.00
H 3.8701 0.8740 -0.1479 0.00
H 2.3374 2.3064 -0.3798 0.00
C -2.6149 3.0781 0.5809 0.00
O -2.4835 1.7368 0.1351 0.00
H -3.6606 3.1414 0.8820 0.00
H -2.0690 3.2673 1.5052 0.00
H -2.3913 3.7432 -0.2532 0.00
H -3.2919 1.6172 -0.3687 0.00